ORCA calculation (ωB97M-V/def2-TZVPD) on a 14-piece molecular cluster, C37H106F6N10O16S2 overall in a non-equilibrium geometry.

Summary:
- Expectation value of S²: 0.75

Geometry as ORCA input:
```
! wB97M-V def2-TZVPD RIJCOSX def2/J DEFGRID3
* xyz 1 2
N 15.03 -7.12 3.88
H 15.44 -7.51 3.04
H 14.21 -6.55 3.73
H 15.64 -6.53 4.44
H 14.79 -7.89 4.49
C 18.39 -7.67 1.99
F 19.66 -7.87 1.57
F 18.38 -8.15 3.20
F 18.05 -6.36 1.91
S 17.12 -8.55 0.87
O 17.05 -7.76 -0.41
O 17.62 -9.96 0.77
N 15.67 -8.30 1.72
S 14.70 -9.30 1.05
O 14.97 -9.91 -0.28
O 14.03 -10.23 1.97
C 13.19 -8.04 0.72
F 12.79 -7.52 1.84
F 13.56 -6.99 -0.08
F 12.17 -8.76 0.16
C 15.28 -4.19 0.05
C 16.53 -3.59 -0.70
C 17.85 -4.35 -0.55
O 16.32 -3.56 -2.11
H 14.44 -3.57 -0.27
H 15.43 -4.08 1.12
H 15.15 -5.27 -0.06
H 16.70 -2.56 -0.37
H 18.27 -4.13 0.44
H 18.61 -3.97 -1.23
H 17.84 -5.42 -0.72
H 16.16 -4.47 -2.40
O 16.50 -12.05 2.99
H 16.00 -11.33 3.38
H 16.05 -12.84 3.27
O 13.47 -5.08 3.49
H 12.65 -4.84 3.06
H 14.00 -4.28 3.47
O 15.67 -6.09 -2.81
H 15.61 -6.45 -1.92
H 15.48 -6.83 -3.38
C 16.76 -7.43 -6.94
C 17.39 -8.55 -6.07
C 16.29 -9.46 -5.35
O 15.78 -8.67 -4.30
C 14.83 -9.46 -3.53
N 18.16 -9.28 -6.98
H 16.01 -7.88 -7.60
H 17.55 -6.83 -7.41
H 16.11 -6.92 -6.23
H 17.98 -8.16 -5.24
H 16.85 -10.30 -4.94
H 15.52 -9.84 -6.02
H 15.36 -10.20 -2.92
H 13.99 -9.97 -3.99
H 14.32 -8.80 -2.83
H 18.60 -9.91 -6.32
H 17.64 -9.99 -7.48
C 18.76 -15.21 -4.52
C 17.83 -15.40 -3.34
C 16.83 -14.17 -3.29
O 16.08 -14.24 -2.05
C 14.98 -13.30 -2.03
N 17.17 -16.63 -3.64
H 18.36 -15.05 -5.53
H 19.49 -16.00 -4.72
H 19.39 -14.36 -4.27
H 18.40 -15.35 -2.41
H 16.14 -14.31 -4.13
H 17.26 -13.17 -3.37
H 14.39 -13.47 -2.93
H 15.37 -12.28 -1.94
H 14.33 -13.50 -1.18
H 16.72 -16.66 -4.54
H 16.34 -16.69 -3.06
C 13.31 -7.46 6.91
C 12.94 -8.76 6.18
C 11.70 -8.47 5.17
O 11.31 -9.58 4.46
C 10.24 -9.35 3.54
N 14.23 -9.26 5.47
H 12.50 -7.15 7.57
H 13.54 -6.58 6.31
H 14.11 -7.50 7.65
H 12.77 -9.58 6.87
H 11.94 -7.81 4.34
H 10.85 -7.97 5.64
H 10.56 -8.67 2.75
H 9.37 -9.02 4.10
H 9.91 -10.28 3.08
H 14.78 -9.60 6.25
H 13.96 -10.08 4.95
C 19.78 -10.87 4.14
C 20.33 -12.16 4.74
C 19.29 -13.34 4.89
O 19.86 -14.53 5.47
C 18.91 -15.53 5.95
N 21.46 -12.62 4.00
H 19.80 -10.92 3.05
H 20.37 -9.98 4.36
H 18.74 -10.73 4.45
H 20.74 -12.03 5.74
H 18.94 -13.58 3.89
H 18.41 -12.97 5.42
H 18.26 -15.13 6.73
H 19.62 -16.17 6.47
H 18.32 -16.05 5.19
H 21.05 -13.11 3.22
H 21.92 -13.40 4.44
C 20.78 -7.75 -3.25
C 21.00 -6.20 -3.09
C 22.14 -5.86 -2.02
O 21.96 -6.29 -0.67
C 20.86 -5.55 -0.07
N 21.49 -5.69 -4.40
H 21.72 -8.22 -3.55
H 20.00 -7.92 -3.98
H 20.45 -8.32 -2.38
H 20.04 -5.76 -2.83
H 22.37 -4.80 -2.06
H 22.98 -6.42 -2.45
H 19.95 -6.14 -0.12
H 20.79 -4.55 -0.49
H 21.06 -5.27 0.96
H 21.07 -4.78 -4.56
H 21.18 -6.25 -5.18
C 18.18 -4.56 5.18
C 17.59 -5.65 6.07
C 17.90 -5.44 7.57
O 17.68 -6.60 8.34
C 18.90 -7.18 8.84
N 16.15 -5.66 5.91
H 19.20 -4.82 4.88
H 18.12 -3.50 5.43
H 17.64 -4.55 4.23
H 17.94 -6.68 5.96
H 17.26 -4.61 7.88
H 18.90 -5.02 7.68
H 18.79 -8.08 9.44
H 19.69 -6.52 9.20
H 19.40 -7.46 7.91
H 15.87 -5.87 6.86
H 15.76 -4.73 5.79
C 12.62 -14.12 4.45
C 12.00 -12.81 4.83
C 12.03 -12.69 6.38
O 10.70 -13.10 6.94
C 9.62 -12.24 6.73
N 12.76 -11.69 4.22
H 12.78 -14.33 3.39
H 11.96 -14.90 4.83
H 13.53 -14.34 4.99
H 10.98 -12.90 4.45
H 12.10 -11.65 6.69
H 12.94 -13.08 6.85
H 9.30 -12.11 5.69
H 9.88 -11.25 7.11
H 8.83 -12.68 7.33
H 12.97 -11.95 3.26
H 12.21 -10.84 4.30
C 19.01 -12.25 -1.12
C 19.53 -12.52 0.32
C 20.45 -13.78 0.29
O 20.94 -14.12 1.63
C 21.46 -15.42 1.82
N 20.36 -11.39 0.61
H 18.17 -12.90 -1.39
H 19.76 -12.52 -1.86
H 18.89 -11.17 -1.20
H 18.78 -12.53 1.11
H 21.33 -13.70 -0.35
H 19.88 -14.58 -0.18
H 22.08 -15.77 1.00
H 20.66 -16.15 1.92
H 22.03 -15.52 2.75
H 20.82 -11.62 1.48
H 19.70 -10.63 0.66
*
```

---

ORCA calculation (ωB97M-V/def2-TZVPD) on a 13-piece molecular cluster, C37H108N18O13 overall in a non-equilibrium geometry.

Geometry as ORCA input:
```
! wB97M-V def2-TZVPD RIJCOSX def2/J DEFGRID3
* xyz 0 1
C 2.08 3.23 2.91
O 2.96 3.95 2.47
N 2.30 2.07 3.42
N 0.81 3.52 3.08
H 1.53 1.49 3.71
H 3.22 1.68 3.25
H 0.52 4.44 2.79
H 0.18 2.82 3.43
C 0.12 -3.23 4.42
O 0.31 -4.33 4.92
N 0.52 -2.93 3.21
N -0.53 -2.18 4.92
H 0.34 -2.01 2.85
H 1.18 -3.60 2.85
H -0.48 -1.23 4.56
H -1.03 -2.45 5.76
C -3.19 -3.80 2.21
O -4.31 -3.70 1.80
N -2.89 -3.12 3.29
N -2.14 -4.26 1.53
H -3.73 -2.75 3.71
H -2.00 -2.84 3.68
H -1.23 -4.11 1.94
H -2.25 -4.62 0.59
C 0.06 1.27 6.01
O -0.04 1.18 4.79
N -0.24 0.31 6.91
N 0.57 2.32 6.60
H -0.48 -0.64 6.66
H -0.20 0.50 7.90
H 0.58 2.27 7.61
H 0.69 3.17 6.07
C -5.57 3.61 1.27
O -5.99 4.74 1.20
N -4.63 3.10 0.50
N -5.95 2.70 2.09
H -4.39 3.71 -0.27
H -4.33 2.14 0.58
H -5.63 1.75 2.00
H -6.35 3.14 2.91
C -2.76 -3.23 -6.64
C -3.64 -3.45 -5.42
C -3.62 -2.16 -4.52
O -2.35 -1.66 -3.97
C -1.85 -2.28 -2.79
N -4.96 -3.78 -5.93
H -1.73 -3.24 -6.29
H -2.95 -2.36 -7.26
H -2.88 -4.05 -7.35
H -3.21 -4.34 -4.98
H -4.35 -2.30 -3.72
H -3.91 -1.30 -5.13
H -0.92 -1.88 -2.41
H -1.66 -3.35 -2.89
H -2.61 -2.11 -2.03
H -5.48 -4.26 -5.21
H -4.68 -4.60 -6.46
C 5.99 3.12 0.65
C 6.98 2.23 1.57
C 6.45 0.77 1.79
O 5.49 0.66 2.76
C 4.67 -0.52 2.57
N 8.24 2.22 0.88
H 6.31 3.38 -0.36
H 5.78 4.09 1.10
H 5.01 2.65 0.55
H 7.17 2.66 2.55
H 7.32 0.27 2.23
H 6.24 0.30 0.83
H 4.55 -0.83 3.61
H 5.15 -1.30 1.98
H 3.69 -0.27 2.16
H 8.62 3.10 0.56
H 8.92 1.86 1.53
C -4.21 4.81 5.57
C -3.21 3.66 5.27
C -3.87 2.25 5.34
O -4.24 2.00 6.70
C -4.78 0.76 7.02
N -2.87 3.85 3.86
H -4.61 4.73 6.58
H -5.00 4.83 4.81
H -3.69 5.76 5.47
H -2.47 3.63 6.07
H -3.19 1.50 4.95
H -4.84 2.09 4.86
H -5.57 0.44 6.33
H -5.16 0.63 8.04
H -4.07 -0.04 6.80
H -2.30 4.66 3.65
H -3.61 3.84 3.18
C 6.69 0.40 -6.59
C 6.26 1.88 -6.53
C 6.10 2.43 -5.04
O 5.20 1.57 -4.32
C 4.86 2.10 -3.02
N 7.20 2.66 -7.32
H 6.69 0.05 -7.62
H 6.10 -0.24 -5.94
H 7.72 0.26 -6.27
H 5.34 1.86 -7.11
H 5.77 3.47 -5.08
H 7.09 2.42 -4.57
H 5.74 2.65 -2.69
H 4.81 1.33 -2.24
H 3.96 2.71 -3.07
H 7.17 2.17 -8.20
H 6.81 3.58 -7.48
C -3.98 0.12 -0.93
C -5.37 -0.14 -0.35
C -5.90 -1.58 -0.68
O -7.20 -1.77 -0.22
C -7.82 -2.92 -0.53
N -5.37 0.01 1.12
H -3.16 -0.02 -0.22
H -4.00 1.14 -1.30
H -3.75 -0.39 -1.87
H -6.13 0.53 -0.77
H -5.25 -2.28 -0.14
H -5.79 -1.76 -1.75
H -7.95 -3.18 -1.59
H -8.82 -2.80 -0.11
H -7.48 -3.80 0.01
H -4.79 -0.70 1.53
H -6.26 -0.28 1.51
C 1.05 0.67 -4.03
C 0.31 0.73 -5.38
C 1.20 1.43 -6.49
O 0.43 1.89 -7.60
C 0.97 3.09 -8.20
N -0.05 -0.66 -5.67
H 1.38 1.68 -3.77
H 1.89 0.00 -3.82
H 0.38 0.39 -3.21
H -0.53 1.40 -5.19
H 1.95 0.73 -6.84
H 1.85 2.21 -6.08
H 0.58 3.17 -9.22
H 2.05 3.06 -8.28
H 0.72 4.04 -7.72
H -0.73 -1.03 -5.01
H -0.62 -0.77 -6.50
C -1.66 0.61 1.97
C -0.69 0.03 0.95
C 0.80 0.40 1.08
O 1.40 -0.09 -0.07
C 2.57 0.59 -0.61
N -0.79 -1.41 0.86
H -1.74 1.69 1.86
H -1.42 0.23 2.96
H -2.69 0.27 1.89
H -0.95 0.53 0.02
H 1.28 -0.08 1.93
H 0.86 1.49 1.08
H 2.48 1.67 -0.56
H 2.81 0.30 -1.64
H 3.43 0.32 0.00
H -1.71 -1.76 0.64
H -0.12 -1.97 0.34
C 2.19 -4.97 -0.98
C 1.93 -3.73 -0.16
C 2.92 -3.54 1.03
O 2.70 -4.52 2.04
C 3.36 -4.27 3.28
N 2.02 -2.64 -1.17
H 3.14 -5.07 -1.51
H 1.28 -5.18 -1.55
H 2.04 -5.78 -0.26
H 0.95 -3.69 0.33
H 2.89 -2.51 1.39
H 3.92 -3.73 0.64
H 3.30 -3.30 3.78
H 4.36 -4.63 3.04
H 2.89 -4.92 4.03
H 1.52 -2.85 -2.02
H 1.69 -1.76 -0.80
*
```

---

Values of energy, in order: -4619.62017; -3438.12478, all in Ha.